1.
C30H82Cl2F3K2N12O6P4 | ωB97M-V/def2-TZVPD

Computed properties:
Calculated total energy   -165599.6759 eV
Charge   +1
Gap between HOMO and LUMO   3.26 eV
Molecular weight   1037.1 g/mol

Last column: Löwdin charge in e.
Atoms and positions in Å:
1 K -1.13 -3.49 -5.76  0.96
2 K 4.64 -3.89 -5.39  0.93
3 C 1.97 -0.93 -0.75  -0.37
4 O 3.21 -0.66 0.03  -0.15
5 O 2.27 -1.06 -2.16  -0.34
6 C 1.15 -2.13 -0.10  -0.55
7 F 1.80 -3.22 -0.42  0.14
8 F 1.03 -2.02 1.27  0.11
9 F -0.10 -2.04 -0.65  0.09
10 C 4.10 0.42 -0.35  -0.25
11 C 5.06 0.56 0.90  -0.08
12 H 5.55 -0.35 1.24  0.06
13 H 5.93 1.15 0.63  0.06
14 H 4.51 1.07 1.69  0.07
15 H 3.62 1.39 -0.44  0.10
16 H 4.62 0.33 -1.31  0.09
17 H 1.39 -0.01 -0.73  0.12
18 Cl 0.16 -2.64 8.76  0.62
19 C 1.39 -1.67 8.09  -0.73
20 C 0.68 -0.65 7.08  -0.61
21 Cl 1.81 0.60 6.35  0.48
22 H 2.21 -2.23 7.65  0.07
23 H 2.08 -1.17 8.77  0.07
24 H -0.15 -0.22 7.65  0.06
25 H 0.37 -1.22 6.21  0.05
26 O -8.14 5.04 -0.17  -0.29
27 P -6.79 4.68 -0.62  0.64
28 N -5.81 5.99 -1.01  -0.30
29 C -5.89 7.21 -0.14  -0.07
30 C -5.03 6.27 -2.21  -0.13
31 N -6.96 3.70 -2.08  -0.32
32 C -8.27 3.48 -2.72  -0.11
33 C -5.94 2.84 -2.54  -0.17
34 N -5.95 3.56 0.49  -0.29
35 C -4.49 3.27 0.45  -0.11
36 C -6.62 3.01 1.62  -0.16
37 H -5.33 6.89 0.73  0.07
38 H -6.92 7.38 0.17  0.07
39 H -5.30 7.99 -0.62  0.08
40 H -4.06 5.77 -2.18  0.07
41 H -4.81 7.30 -2.49  0.08
42 H -5.50 5.98 -3.16  0.07
43 H -8.92 4.36 -2.64  0.07
44 H -8.12 3.22 -3.77  0.07
45 H -8.77 2.66 -2.20  0.08
46 H -6.04 2.68 -3.61  0.08
47 H -5.02 3.38 -2.32  0.06
48 H -5.90 1.93 -1.94  0.08
49 H -4.18 2.63 -0.38  0.05
50 H -3.84 4.13 0.30  0.07
51 H -4.05 2.83 1.35  0.08
52 H -6.43 3.64 2.49  0.08
53 H -6.33 1.98 1.84  0.08
54 H -7.69 2.94 1.41  0.07
55 O -5.84 -5.10 -3.27  -0.35
56 P -7.15 -5.44 -2.61  0.62
57 N -7.91 -6.94 -3.08  -0.31
58 C -7.54 -7.65 -4.33  -0.11
59 C -8.84 -7.78 -2.15  -0.08
60 N -8.45 -4.40 -3.15  -0.30
61 C -8.27 -3.55 -4.37  -0.11
62 C -9.83 -4.23 -2.58  -0.12
63 N -7.19 -5.46 -0.90  -0.31
64 C -6.51 -6.61 -0.11  -0.06
65 C -7.16 -4.20 -0.18  -0.14
66 H -7.01 -8.52 -3.96  0.07
67 H -6.81 -7.04 -4.87  0.06
68 H -8.44 -7.92 -4.88  0.08
69 H -8.34 -8.55 -1.57  0.06
70 H -9.56 -8.14 -2.89  0.07
71 H -9.45 -7.22 -1.45  0.07
72 H -9.20 -3.28 -4.88  0.07
73 H -7.69 -2.67 -4.09  0.07
74 H -7.87 -4.20 -5.15  0.06
75 H -10.01 -4.53 -1.55  0.06
76 H -10.41 -3.32 -2.72  0.08
77 H -10.41 -5.00 -3.07  0.07
78 H -5.48 -6.32 0.12  0.08
79 H -7.05 -6.86 0.80  0.08
80 H -6.55 -7.54 -0.68  0.05
81 H -7.52 -4.36 0.83  0.09
82 H -7.83 -3.43 -0.56  0.07
83 H -6.16 -3.77 -0.27  0.08
84 O 2.43 6.13 -1.97  -0.32
85 P 3.10 7.38 -1.44  0.60
86 N 4.62 7.65 -2.13  -0.30
87 C 5.20 8.97 -2.39  -0.11
88 C 5.49 6.53 -2.54  -0.12
89 N 3.54 7.37 0.23  -0.30
90 C 4.83 7.70 0.91  -0.08
91 C 2.54 6.84 1.14  -0.12
92 N 2.31 8.87 -1.72  -0.29
93 C 2.20 9.87 -0.68  -0.13
94 C 1.99 9.30 -3.14  -0.09
95 H 6.25 9.00 -2.66  0.09
96 H 5.12 9.52 -1.46  0.06
97 H 4.70 9.62 -3.11  0.06
98 H 6.27 6.18 -1.86  0.07
99 H 6.04 6.79 -3.44  0.07
100 H 4.88 5.67 -2.82  0.07
101 H 4.94 7.23 1.89  0.08
102 H 5.57 7.40 0.17  0.06
103 H 4.92 8.77 1.06  0.07
104 H 1.72 7.53 1.33  0.06
105 H 2.18 5.94 0.64  0.07
106 H 3.00 6.60 2.10  0.07
107 H 3.08 10.31 -0.22  0.07
108 H 1.68 10.76 -1.04  0.08
109 H 1.68 9.43 0.18  0.06
110 H 2.66 10.08 -3.50  0.06
111 H 0.97 9.67 -3.26  0.08
112 H 2.13 8.40 -3.74  0.07
113 O 10.19 -4.74 3.47  -0.30
114 P 9.03 -5.56 2.94  0.62
115 N 7.71 -5.48 3.93  -0.33
116 C 6.90 -4.25 3.93  -0.08
117 C 7.61 -6.23 5.19  -0.11
118 N 9.44 -7.24 2.67  -0.30
119 C 10.85 -7.62 2.79  -0.14
120 C 8.50 -8.37 2.65  -0.13
121 N 8.37 -5.27 1.34  -0.31
122 C 9.01 -4.16 0.63  -0.13
123 C 7.06 -5.73 0.82  -0.12
124 H 6.47 -4.17 2.93  0.07
125 H 7.40 -3.43 4.44  0.09
126 H 6.08 -4.42 4.63  0.08
127 H 7.31 -5.62 6.04  0.07
128 H 8.54 -6.76 5.37  0.09
129 H 6.67 -6.79 5.30  0.08
130 H 11.10 -8.67 2.87  0.08
131 H 11.43 -7.26 1.94  0.07
132 H 11.30 -7.23 3.70  0.07
133 H 7.52 -7.92 2.80  0.06
134 H 8.49 -8.93 1.72  0.07
135 H 8.77 -9.22 3.28  0.08
136 H 8.47 -4.03 -0.31  0.07
137 H 8.87 -3.18 1.09  0.07
138 H 10.08 -4.30 0.50  0.08
139 H 6.46 -4.85 0.60  0.07
140 H 6.50 -6.37 1.49  0.07
141 H 7.26 -6.37 -0.04  0.07

2.
C33H41Cl3GeHgN6O2SSb | ωB97M-V/def2-TZVPD

Computed properties:
Calculated total energy   -163551.0227 eV
Charge   -2
Energy above the lowest of the compared OMol25 structures with the same formula, charge and spin   50.29 kcal/mol
Gap between HOMO and LUMO (spin up / spin down)   5.67 / 5.81 eV
Spin multiplicity   2
Molecular weight   1087.1 g/mol

Last column: Löwdin spin population.
Atoms and positions in Å:
1 Hg -0.74 0.15 -0.52  0.02
2 C 2.57 -0.18 1.35  0.00
3 N 4.04 -0.22 1.48  0.00
4 C 4.56 -0.92 0.30  0.00
5 N 4.19 -0.26 -0.95  0.00
6 C 2.72 -0.21 -1.02  0.00
7 N 2.15 0.51 0.13  0.00
8 C 2.69 1.87 0.14  0.00
9 N 4.16 1.87 0.23  0.00
10 C 4.53 1.16 1.45  0.00
11 C 4.68 1.11 -0.91  0.00
12 H 2.17 0.35 2.21  0.00
13 H 2.18 -1.19 1.33  0.00
14 H 4.16 -1.94 0.29  0.00
15 H 5.65 -0.97 0.37  0.00
16 H 2.32 -1.23 -1.03  0.00
17 H 2.42 0.30 -1.93  0.00
18 H 2.27 2.42 0.99  0.00
19 H 2.39 2.38 -0.78  0.00
20 H 4.13 1.70 2.31  0.00
21 H 5.63 1.14 1.52  0.00
22 H 5.78 1.10 -0.84  0.00
23 H 4.40 1.62 -1.83  0.00
24 N -0.54 0.92 2.52  0.00
25 C -0.26 0.72 3.81  0.00
26 C -0.16 -0.65 4.01  0.00
27 C -0.40 -1.20 2.75  0.00
28 N -0.64 -0.25 1.86  0.00
29 H -0.61 1.84 1.99  0.00
30 H -0.13 1.55 4.48  0.00
31 H 0.06 -1.17 4.93  0.00
32 H -0.40 -2.24 2.46  0.00
33 S 1.03 -3.81 -0.10  0.42
34 Sb -1.35 -3.56 -0.35  0.25
35 C -3.50 -3.07 -1.06  0.22
36 C -3.81 -1.80 -1.53  0.01
37 C -5.10 -1.48 -1.93  0.00
38 C -6.11 -2.43 -1.86  -0.01
39 C -5.81 -3.71 -1.40  0.01
40 C -4.52 -4.02 -1.01  0.03
41 C -1.67 -5.51 -1.25  -0.01
42 C -2.01 -6.65 -0.53  0.00
43 C -2.15 -7.89 -1.16  0.00
44 C -1.94 -8.00 -2.53  0.00
45 C -1.60 -6.87 -3.26  0.00
46 C -1.47 -5.65 -2.63  0.00
47 C -2.02 -4.18 1.62  0.01
48 C -3.29 -3.90 2.12  0.00
49 C -3.68 -4.36 3.37  0.00
50 C -2.81 -5.12 4.13  0.00
51 C -1.53 -5.40 3.65  0.00
52 C -1.15 -4.93 2.40  0.00
53 H -3.04 -1.03 -1.61  0.00
54 H -5.32 -0.48 -2.29  0.00
55 H -7.12 -2.18 -2.16  0.00
56 H -6.59 -4.46 -1.35  0.00
57 H -4.29 -5.03 -0.67  0.00
58 H -2.18 -6.59 0.54  0.00
59 H -2.42 -8.76 -0.58  0.00
60 H -2.04 -8.97 -3.02  0.00
61 H -1.44 -6.95 -4.33  0.00
62 H -1.20 -4.78 -3.22  0.00
63 H -3.98 -3.29 1.54  0.00
64 H -4.67 -4.13 3.74  0.00
65 H -3.11 -5.49 5.11  0.00
66 H -0.84 -5.98 4.25  0.00
67 H -0.15 -5.12 2.02  0.00
68 Cl -1.68 6.41 1.35  0.00
69 C -0.54 5.40 0.41  0.00
70 Cl -1.31 4.89 -1.09  0.00
71 Cl 0.90 6.38 0.02  0.00
72 C -0.13 4.18 1.34  0.00
73 O 0.68 4.44 2.22  0.00
74 O -0.72 3.11 1.06  0.00
75 C -1.15 0.96 -5.47  0.00
76 Ge -0.62 -0.13 -3.90  0.00
77 C 1.28 -0.56 -4.31  0.00
78 C -1.55 -1.85 -4.10  0.00
79 C -1.24 0.91 -2.40  0.01
80 H -1.05 0.40 -6.40  0.00
81 H -0.53 1.85 -5.54  0.00
82 H -2.19 1.28 -5.36  0.00
83 H 1.34 -0.91 -5.34  0.00
84 H 1.66 -1.34 -3.65  0.00
85 H 1.91 0.32 -4.21  0.00
86 H -1.17 -2.38 -4.97  0.00
87 H -2.63 -1.69 -4.22  0.00
88 H -1.40 -2.47 -3.22  0.01
89 H -0.64 1.83 -2.36  0.00

3.
C5H6O2 | ωB97M-V/def2-TZVPD

Computed properties:
Calculated total energy   -9375.8356 eV
Charge   0
Energy above the lowest of the compared OMol25 structures with the same formula, charge and spin   29.06 kcal/mol
Gap between HOMO and LUMO   9.92 eV
SMILES   C=C1COCC1=O
Molecular weight   98.1 g/mol

Last column: natural (NBO) charge in e.
Atoms and positions in Å:
1 O 1.03 1.25 1.63  -0.51
2 C 0.72 0.55 0.69  0.54
3 C 1.65 -0.01 -0.38  -0.18
4 O 0.83 -0.66 -1.33  -0.52
5 C -0.52 -0.25 -1.15  -0.10
6 C -1.64 -0.15 1.16  -0.30
7 C -0.64 0.05 0.32  -0.16
8 H 2.34 -0.73 0.07  0.21
9 H 2.25 0.79 -0.84  0.20
10 H -1.18 -1.04 -1.51  0.20
11 H -1.52 0.09 2.22  0.22
12 H -2.59 -0.57 0.84  0.20
13 H -0.73 0.68 -1.71  0.18

4.
C3H4O3 | ωB97M-V/def2-TZVPD

Computed properties:
Calculated total energy   -9316.4803 eV
Charge   0
Energy above the lowest of the compared OMol25 structures with the same formula, charge and spin   51.20 kcal/mol
Gap between HOMO and LUMO   9.97 eV
SMILES   CC(=O)C(=O)O
Molecular weight   88.1 g/mol

Last column: natural (NBO) charge in e.
Atoms and positions in Å:
1 C 0.12 0.47 0.31  0.50
2 C -0.60 0.29 -1.26  0.73
3 C 1.03 -0.49 1.34  -0.65
4 O -0.13 1.53 0.82  -0.52
5 O -0.20 1.03 -2.12  -0.57
6 O -1.66 -0.43 -1.29  -0.67
7 H 1.13 0.13 2.14  0.23
8 H 2.07 -0.69 0.76  0.23
9 H 0.39 -1.29 1.40  0.22
10 H -2.14 -0.54 -2.09  0.51